13
Properties=species:S:1:pos:R:3:nbo_charge:R:1 method="wB97M-V/def2-TZVPD" smiles=CC1(C#N)CC1 mol_weight_g_mol=81.12 homo_energy_ev=-10.35 de_lowest_ev=1.7110
C -1.364 -0.542 0.345 -0.585
C -0.141 0.139 -0.212 -0.159
C 1.072 0.347 0.693 -0.391
C 1.129 -0.570 -0.496 -0.400
C -0.495 1.173 -1.180 0.259
N -0.624 2.317 -1.217 -0.277
H -1.056 -1.359 0.995 0.212
H -2.003 0.143 0.922 0.225
H -1.957 -0.945 -0.482 0.217
H 1.011 -0.128 1.681 0.221
H 1.633 1.273 0.681 0.233
H 1.098 -1.634 -0.371 0.217
H 1.697 -0.214 -1.361 0.228

36
Properties=species:S:1:pos:R:3:nbo_charge:R:1 method="wB97M-V/def2-TZVPD" mol_weight_g_mol=671.09 homo_energy_ev=-14.04 charge=+2
C 2.713 -2.397 -0.119 -0.250
O 3.292 -1.107 -0.269 -0.539
C 3.247 -0.281 0.861 -0.136
C 2.127 0.758 0.772 0.145
I 0.491 0.236 2.129 0.095
O 2.564 2.019 1.276 -0.520
C 1.660 2.950 0.839 0.969
O 1.461 4.017 1.301 -0.484
O 0.991 2.423 -0.253 -0.554
C 1.656 1.227 -0.606 0.164
I 3.445 1.857 -1.729 0.178
C 0.814 0.378 -1.558 -0.480
C -0.715 0.606 -1.440 -0.428
C -1.535 -0.694 -1.544 -0.328
C -2.068 -1.257 -0.244 -0.109
O -3.094 -0.368 0.162 -0.588
C -3.390 -0.441 1.536 0.809
C -3.663 0.896 2.141 -0.736
O -3.405 -1.496 2.062 -0.514
H 3.494 -3.157 -0.177 0.211
H 2.017 -2.580 -0.945 0.156
H 2.169 -2.496 0.823 0.183
H 3.143 -0.872 1.773 0.210
H 4.182 0.279 0.944 0.239
H 1.101 0.665 -2.568 0.247
H 1.081 -0.676 -1.454 0.242
H -1.020 1.282 -2.243 0.207
H -0.963 1.108 -0.505 0.271
H -2.459 -0.463 -2.138 -0.051
H -0.965 -1.476 -2.075 0.224
H -2.449 -2.279 -0.360 0.189
H -1.241 -1.304 0.468 0.251
H -2.976 1.644 1.747 0.246
H -4.687 1.207 1.926 0.262
H -3.527 0.811 3.217 0.269
Yb -3.490 -1.017 -3.751 1.951

80
Properties=species:S:1:pos:R:3:lowdin_spin:R:1 method="wB97M-V/def2-TZVPD" mol_weight_g_mol=737.62 homo_energy_ev="-13.49 / -13.49" de_lowest_ev=2.2287 multiplicity=2 charge=+2
Pt 0.206 0.337 0.147 0.632
C 3.570 1.222 -0.861 0.006
C 3.406 -0.029 -0.079 0.008
C 4.369 -0.929 0.381 0.001
C 3.673 -1.853 1.132 0.001
N 2.369 -1.528 1.114 -0.001
N 2.213 -0.426 0.366 0.026
B 1.225 -2.145 1.968 0.001
N 0.697 -1.020 2.882 -0.002
C 0.355 -0.994 4.183 0.003
C 0.012 0.297 4.520 0.000
C 0.149 1.038 3.342 0.004
C -0.044 2.492 3.120 0.002
N 0.550 0.221 2.373 0.003
N 0.052 -2.593 1.075 0.015
C -0.518 -3.802 0.931 0.005
C -1.627 -3.669 0.125 0.008
C -1.696 -2.308 -0.194 0.019
C -2.693 -1.598 -1.029 0.000
N -0.679 -1.691 0.403 0.212
N 1.810 -3.353 2.668 0.000
C 2.389 -3.538 3.884 0.000
C 3.050 -4.738 3.858 0.000
C 2.810 -5.267 2.556 0.000
C 3.301 -6.526 1.971 0.000
N 2.063 -4.406 1.889 0.000
H 4.539 1.665 -0.651 0.000
H 2.794 1.935 -0.579 0.005
H 3.515 1.035 -1.933 0.000
H 5.422 -0.911 0.190 0.000
H 4.044 -2.696 1.678 0.000
H 0.343 -1.878 4.789 0.000
H -0.301 0.668 5.473 0.000
H 0.733 3.057 3.631 0.000
H -0.999 2.811 3.528 0.000
H 0.012 2.725 2.057 0.003
H -0.115 -4.681 1.391 0.001
H -2.300 -4.439 -0.189 0.002
H -3.687 -2.001 -0.857 0.000
H -2.457 -1.734 -2.082 0.000
H -2.673 -0.533 -0.812 0.000
H 2.337 -2.804 4.661 0.000
H 3.580 -5.220 4.651 0.000
H 3.562 -7.240 2.749 0.000
H 4.208 -6.328 1.394 0.000
H 2.574 -6.961 1.289 0.000
C -2.981 4.203 0.159 0.000
N -3.229 3.030 0.977 0.001
C -4.316 3.099 1.924 0.000
C -2.473 1.965 0.855 0.001
O -1.515 1.893 0.063 0.021
H -3.792 4.913 0.289 0.000
H -2.915 3.923 -0.891 0.000
H -2.039 4.674 0.440 0.000
H -5.272 3.125 1.399 0.000
H -4.220 4.001 2.529 0.000
H -4.298 2.233 2.581 0.000
H -2.750 1.124 1.506 0.000
C -3.034 0.149 -4.886 0.000
C -1.767 0.745 -5.484 0.000
C -0.543 0.461 -4.633 0.001
S -0.716 1.292 -2.988 0.002
O -0.334 0.180 -2.044 0.007
C 0.802 2.341 -2.909 0.005
C 0.608 3.749 -3.435 0.000
C -0.362 4.535 -2.565 0.000
H -3.899 0.422 -5.486 0.000
H -3.191 0.515 -3.871 0.000
H -2.975 -0.937 -4.857 0.000
H -1.886 1.823 -5.607 0.000
H -1.606 0.317 -6.475 0.000
H 0.367 0.801 -5.118 0.000
H -0.458 -0.598 -4.392 0.000
H 1.606 1.813 -3.419 0.000
H 1.009 2.360 -1.832 0.007
H 0.260 3.725 -4.469 0.000
H 1.574 4.260 -3.430 0.000
H -1.362 4.114 -2.621 0.000
H -0.399 5.571 -2.885 0.000
H -0.036 4.514 -1.528 0.000

11
Properties=species:S:1:pos:R:3:nbo_charge:R:1 method="wB97M-V/def2-TZVPD" mol_weight_g_mol=120.14 homo_energy_ev="-6.18 / -9.24" de_lowest_ev=0.0000 multiplicity=3
C 0.605 1.312 -0.045 -0.486
N -0.926 -1.626 0.882 0.025
N -0.724 -2.104 -0.208 -0.374
N -0.273 -0.547 1.286 -0.246
N 0.633 -0.017 0.403 -0.189
O -0.617 -0.755 -2.292 -0.881
S 0.263 -1.266 -1.262 1.088
H 1.591 1.744 0.039 0.234
H 0.399 1.290 -1.157 0.241
H -0.122 1.936 0.449 0.200
H -0.828 0.034 1.904 0.387